[1]
C19H23ClFN3O3 | ωB97M-V with the def2-TZVPD basis set

As for the energy relative to the best compared isomer or geometry (same formula, charge and spin): 0.0 kcal per mole. The orbital gap comes out at 8.77 eV. Its SMILES is CCN(CC)[C@H]1CCN(C(=O)c2cc(COc3ccc(F)cc3Cl)on2)C1.

```
! wB97M-V def2-TZVPD RIJCOSX def2/J DEFGRID3
* xyz 0 1
C 1.8362 2.2084 0.8273
C 2.1870 1.6184 -0.5466
N 3.4719 0.9651 -0.6823
C 4.6208 1.7706 -0.3162
C 5.7904 1.5685 -1.2796
C 3.5899 -0.4419 -0.3877
C 3.2364 -0.9151 1.0454
C 1.7805 -1.3840 0.9840
N 1.4921 -1.5450 -0.4256
C 0.3068 -1.8090 -0.9973
O 0.1664 -1.8836 -2.2092
C -0.8635 -2.0100 -0.1048
C -2.1935 -2.1717 -0.5820
C -2.9273 -2.3441 0.5532
C -4.3896 -2.5493 0.7882
O -5.1895 -1.7282 -0.0295
C -5.1376 -0.3785 0.1385
C -4.3997 0.2878 1.1095
C -4.4253 1.6706 1.1944
C -5.1958 2.3863 0.3010
F -5.2225 3.7309 0.3786
C -5.9467 1.7579 -0.6780
C -5.9118 0.3793 -0.7527
Cl -6.8296 -0.4414 -1.9530
O -2.1086 -2.2885 1.6216
N -0.8403 -2.0862 1.2036
C 2.6576 -1.2983 -1.2512
H 1.7635 1.4429 1.5937
H 2.5804 2.9369 1.1400
H 0.8750 2.7128 0.7596
H 2.1713 2.4376 -1.2761
H 1.4115 0.9112 -0.8395
H 4.9579 1.5733 0.7143
H 4.3175 2.8173 -0.3729
H 6.5630 2.3060 -1.0775
H 5.4468 1.6886 -2.3031
H 6.2318 0.5807 -1.1779
H 4.6269 -0.7014 -0.6088
H 3.8870 -1.7469 1.3144
H 3.3834 -0.1231 1.7762
H 1.0902 -0.6587 1.4216
H 1.6324 -2.3294 1.5127
H -2.5143 -2.1559 -1.6008
H -4.6113 -2.4009 1.8533
H -4.6726 -3.5696 0.5084
H -3.7961 -0.2579 1.8159
H -3.8520 2.1862 1.9474
H -6.5429 2.3343 -1.3658
H 3.1349 -2.2503 -1.5079
H 2.3615 -0.8027 -2.1767
*
```

[2]
C19H23HfN5O2 | ωB97M-V with the def2-TZVPD basis set

As for the energy relative to the best compared isomer or geometry (same formula, charge and spin): 150.1 kcal per mole. The orbital gap (spin up / spin down) comes out at 2.80 / 2.83 eV.

```
! wB97M-V def2-TZVPD RIJCOSX def2/J DEFGRID3
* xyz 4 1
N 1.2754 4.7364 -0.6974
C 0.8953 5.5561 0.0305
C 0.5357 6.6584 0.9104
H -0.5200 6.9425 0.8362
H 1.1450 7.5291 0.6605
H 0.7091 6.4118 1.9637
N 3.8236 -2.3854 -1.6850
C 4.5936 -2.9625 -1.0183
C 5.6716 -3.7151 -0.4828
H 6.5992 -3.3898 -1.0024
H 5.4641 -4.7895 -0.6393
H 5.7845 -3.5234 0.6023
N -3.5315 -2.7498 -0.5759
C -4.4918 -2.8025 0.0789
C -5.6844 -3.0759 0.8437
H -5.4217 -3.6465 1.7395
H -6.3703 -3.7017 0.2564
H -6.1995 -2.1662 1.1609
Hf -0.4911 0.0761 -1.0995
C -0.2661 -1.8425 0.2853
O -0.1823 -2.5846 1.1736
C 1.4475 0.8688 0.1995
O 2.0815 1.2785 1.0707
C 0.1906 1.4883 -2.5969
C -1.2200 1.5324 -2.4189
C -2.0085 0.3168 -2.4967
C -1.3720 -0.9168 -2.8295
C 0.0563 -0.9749 -2.9069
C 0.8378 0.2206 -2.7676
H 0.7773 2.3948 -2.4423
H -1.6958 2.5119 -2.2859
H -3.0957 0.3291 -2.3336
H -1.9536 -1.8319 -2.8255
H 0.5738 -1.9226 -3.0291
H 1.9239 0.1296 -2.7889
C -1.3031 0.8317 4.2731
C -1.5629 0.9725 2.8661
C -2.5868 1.6807 2.2651
C -2.4874 1.5782 0.8953
N -1.3998 0.7988 0.6849
N -0.8686 0.4582 1.8674
C -3.3883 2.2112 -0.0845
H -1.2369 1.8118 4.7186
H -2.1379 0.3353 4.7434
H -0.4111 0.2897 4.5162
H -3.3411 2.2578 2.6988
H -0.0054 -0.1004 1.9493
H -4.3644 1.7051 -0.0314
H -3.5284 3.2271 0.3111
H -3.0649 2.2742 -1.1348
*
```

[3]
C19H23InN5O12PS | ωB97M-V with the def2-TZVPD basis set

As for the energy relative to the best compared isomer or geometry (same formula, charge and spin): 7.5 kcal per mole. The orbital gap comes out at 7.57 eV.

```
! wB97M-V def2-TZVPD RIJCOSX def2/J DEFGRID3
* xyz -2 1
In -0.9247 1.2654 -1.3657
O -2.0482 0.9382 2.7625
C -1.7504 0.7096 1.5958
N -0.7990 1.3168 0.8611
C -0.1624 2.4136 1.3613
O -0.5778 3.1777 2.2143
C 1.2171 2.6366 0.7990
C 1.6795 3.9496 0.7213
C 2.9646 4.1833 0.2851
C 3.7634 3.0956 -0.0332
C 3.2132 1.8336 0.0787
N 1.9783 1.5925 0.4967
C -2.3638 -0.4750 0.9190
C -3.7444 -0.6468 0.9300
C -4.2705 -1.7963 0.3744
C -3.3960 -2.7549 -0.1163
C -2.0362 -2.4995 -0.0501
N -1.5267 -1.3839 0.4418
H 0.9981 4.7485 0.9649
H 3.3413 5.1938 0.1899
H 4.7802 3.2272 -0.3767
H 3.8060 0.9580 -0.1622
H -4.3720 0.1267 1.3432
H -5.3407 -1.9405 0.3142
H -3.7591 -3.6776 -0.5460
H -1.3164 -3.2220 -0.4065
N 0.8927 0.0076 -1.6374
C 0.5870 -1.2799 -2.2160
C -0.8877 -1.4371 -2.6804
O -1.1996 -2.4786 -3.2717
N -1.6710 -0.4454 -2.3487
C -3.0556 -0.3883 -2.6798
C -3.7843 0.6515 -1.8013
O -4.9996 0.5419 -1.6709
O -3.0962 1.5801 -1.2645
H 1.3818 0.6789 -2.2490
H 1.4057 -0.0568 -0.7664
H 0.7564 -2.0620 -1.4633
H 1.2116 -1.4965 -3.0923
H -3.5436 -1.3642 -2.5533
H -3.1972 -0.0492 -3.7166
C 3.5369 -2.0059 0.4192
O 2.7829 -1.7060 1.5605
P 1.0962 -1.4546 1.3290
O 0.8320 -1.1610 2.9008
C 1.0815 0.1046 3.4814
O 0.6267 -3.0219 1.3628
C 0.6642 -3.8131 2.5275
H 4.5043 -2.3871 0.7583
H 3.6970 -1.1203 -0.2006
H 3.0521 -2.7674 -0.1991
H 1.2345 -0.0759 4.5494
H 0.2286 0.7725 3.3528
H 1.9763 0.5656 3.0621
H 0.4799 -4.8425 2.2114
H -0.1125 -3.5044 3.2305
H 1.6371 -3.7448 3.0202
O -0.1001 3.1833 -1.3693
S 0.5298 2.9836 -2.7445
O -0.3969 2.0419 -3.4419
O 1.8339 2.3299 -2.5706
O 0.6631 4.2522 -3.4241
*
```

[4]
C19H23KN7O3S | ωB97M-V with the def2-TZVPD basis set

As for the energy relative to the best compared isomer or geometry (same formula, charge and spin): 9.9 kcal per mole. The orbital gap comes out at 9.19 eV.

```
! wB97M-V def2-TZVPD RIJCOSX def2/J DEFGRID3
* xyz 1 1
K -1.6947 -0.3476 -0.7115
O -1.6799 1.8274 0.3926
C -2.4767 2.9689 0.1809
C -3.9169 2.5070 0.1355
C -4.9347 3.4309 0.3386
C -6.2509 3.0157 0.2470
C -6.5048 1.6835 -0.0407
C -5.4232 0.8387 -0.2197
N -4.1489 1.2206 -0.1370
H -0.7317 1.9344 0.2178
H -2.2252 3.4447 -0.7755
H -2.3280 3.7163 0.9654
H -4.6988 4.4613 0.5693
H -7.0605 3.7163 0.4014
H -7.5108 1.2984 -0.1244
H -5.5946 -0.2089 -0.4444
N -4.1680 -3.3458 -0.0920
N -3.2197 -4.3668 -0.0134
C -1.9510 -4.1870 -0.4644
N -1.1629 -5.2652 -0.3767
N -1.6989 -2.9903 -0.9780
N -0.3614 -2.7906 -1.3921
O 0.5616 -3.4802 -1.0149
O -0.2278 -1.8206 -2.1099
H -4.5811 -3.2001 0.8207
H -4.8863 -3.5894 -0.7643
H -3.5040 -5.2920 0.2719
H -1.5338 -6.1049 0.0324
H -0.1738 -5.1900 -0.5396
N 0.8675 0.4310 -0.2320
S 2.0265 0.7018 0.8374
C 3.1937 -0.6372 0.7602
C 3.2145 -1.5233 1.8243
C 4.0532 -2.6318 1.7702
C 4.8501 -2.8412 0.6593
C 4.8237 -1.9463 -0.4068
C 3.9991 -0.8392 -0.3584
C 3.0689 2.0372 0.2897
C 2.7930 2.7237 -0.8771
C 3.6237 3.7752 -1.2528
C 4.7043 4.1255 -0.4647
C 4.9649 3.4341 0.7167
C 4.1466 2.3898 1.1001
H 1.2896 0.2554 -1.1457
H 2.5855 -1.3527 2.6888
H 4.0821 -3.3232 2.6015
H 5.5040 -3.7019 0.6167
H 5.4526 -2.1105 -1.2711
H 3.9799 -0.1250 -1.1727
H 1.9370 2.4464 -1.4785
H 3.4266 4.3222 -2.1650
H 5.3491 4.9406 -0.7633
H 5.8076 3.7178 1.3321
H 4.3441 1.8467 2.0162
*
```

[5]
C19H23N2O13Y | ωB97M-V with the def2-TZVPD basis set

The orbital gap (spin up / spin down) comes out at 4.30 / 2.63 eV.

```
! wB97M-V def2-TZVPD RIJCOSX def2/J DEFGRID3
* xyz 3 2
Y -1.1106 1.5735 3.5203
O -0.9683 1.1040 -0.6779
C -0.7944 1.1140 0.6371
O -1.2820 0.3154 1.3886
O -0.1605 2.0080 1.1072
H -0.3940 1.8453 -0.8834
C 2.0177 3.0698 4.5039
O 1.1006 2.4214 4.1644
N 3.0830 3.4457 3.7173
C 4.1570 4.0469 4.3666
C 3.2418 2.9266 2.3464
H 2.0891 3.5763 5.4789
H 4.7146 3.3189 4.9559
H 3.9246 4.8933 5.0128
H 4.6664 4.4357 3.4849
H 4.0390 2.1835 2.3292
H 2.2792 2.5214 2.0345
H 3.5123 3.7491 1.6841
C 1.1073 -1.2707 3.0917
O 0.3686 -0.3677 3.6278
N 2.4189 -1.5327 3.2611
C 3.0429 -2.6957 2.5990
C 3.2847 -0.7417 4.1976
H 0.7745 -2.0420 2.3800
H 3.7812 -2.3189 1.8912
H 2.3269 -3.3462 2.0967
H 3.5074 -3.0731 3.5100
H 3.8321 -1.4605 4.8074
H 4.0326 -0.1269 3.6969
H 2.6962 -0.1299 4.8812
C 0.4451 0.4316 -5.9261
C -0.8096 0.7964 -6.2339
C -1.6137 1.5126 -5.3549
O -2.7925 1.8930 -5.6808
C -1.1423 1.8010 -4.0167
C 0.2264 1.5679 -3.7427
C 1.0984 0.6992 -4.5941
O 2.1690 0.2534 -4.1617
O 0.8648 1.9756 -2.6253
O -1.2295 0.4718 -7.4776
H 1.0211 -0.2062 -6.5802
H -1.7758 2.4362 -3.4152
H 1.7379 1.5837 -2.7015
H -2.1378 0.7370 -7.6397
C -4.8353 -2.6124 -2.5040
C -5.4924 -3.7245 -2.1725
C -4.9291 -4.6200 -1.0828
O -5.4474 -5.6620 -0.7389
C -3.9157 -3.9173 -0.2236
C -3.3476 -2.7420 -0.4743
C -3.7700 -1.9867 -1.7155
O -3.2204 -0.9223 -2.1111
O -2.2114 -2.2959 0.1281
O -6.5850 -4.1321 -2.9168
H -5.2570 -1.9965 -3.2845
H -3.5119 -4.4146 0.6459
H -2.0031 -1.3731 -0.0357
H -6.8245 -4.9967 -2.5752
*
```

[6]
C19H23N3O | ωB97M-V with the def2-TZVPD basis set

As for the energy relative to the best compared isomer or geometry (same formula, charge and spin): 18.7 kcal per mole. The orbital gap comes out at 9.00 eV. Its SMILES is CCCCC/C(=N\NC(=O)Nc1ccccc1)c1ccccc1.

```
! wB97M-V def2-TZVPD RIJCOSX def2/J DEFGRID3
* xyz 0 1
C 5.9369 0.2665 -3.2368
C 4.4869 -0.0449 -2.8879
C 4.1422 0.3830 -1.4634
C 2.6908 0.0700 -1.1093
C 2.3485 0.4975 0.3242
C 0.9113 0.1827 0.6584
N -0.0853 0.9095 0.3269
N 0.0303 2.0431 -0.3748
C -1.0433 2.8566 -0.6677
O -0.8536 3.9923 -1.0564
N -2.2973 2.3545 -0.4812
C -2.7287 1.0295 -0.3240
C -3.7594 0.7555 0.5684
C -4.2066 -0.5426 0.7371
C -3.6329 -1.5762 0.0180
C -2.6267 -1.3011 -0.8935
C -2.1838 -0.0061 -1.0780
C 0.5719 -1.0498 1.3769
C 1.4471 -2.1331 1.4446
C 1.0797 -3.2937 2.1011
C -0.1624 -3.3956 2.7029
C -1.0409 -2.3251 2.6425
C -0.6786 -1.1655 1.9891
H 6.1278 1.3345 -3.1571
H 6.1615 -0.0470 -4.2534
H 6.6126 -0.2527 -2.5604
H 4.3097 -1.1177 -2.9948
H 3.8263 0.4705 -3.5889
H 4.8048 -0.1305 -0.7622
H 4.3194 1.4563 -1.3576
H 2.5111 -1.0023 -1.2171
H 2.0278 0.5805 -1.8125
H 3.0117 -0.0035 1.0297
H 2.5212 1.5738 0.4311
H 0.9366 2.4653 -0.5749
H -3.0140 3.0673 -0.4780
H -4.2012 1.5625 1.1354
H -5.0026 -0.7459 1.4384
H -3.9737 -2.5907 0.1590
H -2.1894 -2.1014 -1.4717
H -1.4172 0.2076 -1.8061
H 2.4153 -2.0887 0.9700
H 1.7685 -4.1253 2.1401
H -0.4438 -4.3038 3.2153
H -2.0126 -2.3955 3.1087
H -1.3556 -0.3286 1.9388
*
```

[7]
C19H23N3O3S | ωB97M-V with the def2-TZVPD basis set

As for the energy relative to the best compared isomer or geometry (same formula, charge and spin): 28.2 kcal per mole. The orbital gap comes out at 8.45 eV. Its SMILES is CCCCNC(=O)c1cccnc1SCC(=O)Nc1ccccc1OC.

```
! wB97M-V def2-TZVPD RIJCOSX def2/J DEFGRID3
* xyz 0 1
C -2.5406 -4.8324 2.7658
C -1.2421 -4.5866 2.0062
C -0.0938 -4.1297 2.9061
C -0.3633 -2.7990 3.6121
N -0.5988 -1.7235 2.6771
C -1.8127 -1.1635 2.5145
O -2.7703 -1.4121 3.2227
C -1.9109 -0.1318 1.4327
C -2.7204 0.9705 1.6788
C -2.8864 1.9504 0.7115
C -2.2280 1.7827 -0.4927
N -1.4756 0.7278 -0.7551
C -1.3199 -0.2146 0.1633
S -0.3600 -1.6116 -0.3272
C -0.1611 -1.3471 -2.1192
C 1.1198 -0.5862 -2.4528
O 2.0319 -1.1151 -3.0491
N 1.0845 0.6885 -2.0064
C 2.0801 1.6647 -2.0810
C 3.2281 1.5307 -2.8465
C 4.1669 2.5488 -2.8800
C 3.9621 3.7042 -2.1530
C 2.8204 3.8513 -1.3778
C 1.8768 2.8400 -1.3304
O 0.7212 2.8775 -0.5863
C 0.4693 4.0177 0.1957
H -3.2797 -5.2802 2.1055
H -2.9515 -3.9007 3.1450
H -2.3737 -5.5089 3.6016
H -1.4119 -3.8358 1.2317
H -0.9351 -5.5089 1.5076
H 0.0928 -4.8851 3.6718
H 0.8111 -4.0315 2.3011
H -1.2528 -2.8694 4.2396
H 0.4944 -2.5390 4.2414
H 0.1508 -1.5004 2.0414
H -3.2163 1.0346 2.6360
H -3.5086 2.8125 0.8890
H -2.2959 2.5070 -1.2931
H -0.1089 -2.3434 -2.5565
H -1.0452 -0.8136 -2.4659
H 0.2309 0.9845 -1.5283
H 3.3783 0.6239 -3.4077
H 5.0564 2.4335 -3.4795
H 4.6882 4.5024 -2.1782
H 2.6817 4.7598 -0.8133
H -0.4740 3.8220 0.7047
H 1.2551 4.1757 0.9410
H 0.3682 4.9153 -0.4227
*
```

[8]
C19H23N3O6S | ωB97M-V with the def2-TZVPD basis set

As for the energy relative to the best compared isomer or geometry (same formula, charge and spin): 96.0 kcal per mole. The orbital gap comes out at 7.44 eV. Its SMILES is COc1ccc(Nc2ccc(S(=O)(=O)N3CCCCC3)cc2[N+](=O)[O-])cc1OC.

```
! wB97M-V def2-TZVPD RIJCOSX def2/J DEFGRID3
* xyz 0 1
C -7.2474 -0.5613 -1.3300
O -6.1454 -1.3902 -0.9974
C -4.9467 -0.7304 -0.8408
C -3.9067 -1.0514 -1.7046
C -2.6776 -0.4291 -1.6215
C -2.4661 0.5496 -0.6537
N -1.2736 1.2701 -0.5541
C -0.0141 0.8362 -0.7645
C 0.2907 -0.5436 -0.8134
C 1.5669 -0.9899 -1.0346
C 2.6062 -0.0804 -1.2243
S 4.2732 -0.6881 -1.5214
O 4.9601 0.2916 -2.3055
O 4.1471 -2.0288 -2.0119
N 5.0401 -0.7757 -0.0617
C 4.6638 -1.8293 0.8476
C 3.6515 -1.3561 1.8929
C 4.2013 -0.1291 2.6182
C 4.5165 0.9706 1.6060
C 5.4982 0.4447 0.5565
C 2.3631 1.2646 -1.1599
C 1.0721 1.7437 -0.9063
N 0.9221 3.1523 -0.7998
O 1.8846 3.8539 -1.0307
O -0.1685 3.6082 -0.4617
C -3.4983 0.8732 0.2208
C -4.7273 0.2327 0.1580
O -5.6872 0.6166 1.0624
C -6.2138 -0.4163 1.8796
H -8.1214 -1.2099 -1.3241
H -7.3851 0.2509 -0.6126
H -7.1156 -0.1345 -2.3297
H -4.0926 -1.7936 -2.4652
H -1.9064 -0.6662 -2.3371
H -1.3569 2.2655 -0.3408
H -0.5064 -1.2485 -0.6409
H 1.7932 -2.0434 -1.0780
H 4.2674 -2.6414 0.2380
H 5.5711 -2.1820 1.3517
H 3.4599 -2.1634 2.6012
H 2.7086 -1.0993 1.4045
H 3.4769 0.2312 3.3509
H 5.1138 -0.4035 3.1523
H 4.9554 1.8348 2.1060
H 3.5927 1.2919 1.1214
H 5.6524 1.1637 -0.2479
H 6.4649 0.2393 1.0312
H 3.1656 1.9703 -1.3126
H -3.3555 1.6307 0.9760
H -6.5892 -1.2589 1.2959
H -5.4487 -0.7777 2.5747
H -7.0293 0.0356 2.4411
*
```

[9]
C19H23N5O3 | ωB97M-V with the def2-TZVPD basis set

As for the energy relative to the best compared isomer or geometry (same formula, charge and spin): 16.6 kcal per mole. The orbital gap comes out at 7.84 eV. Its SMILES is COCCn1c(N)c(C(=O)NC[C@H]2CCCO2)c2nc3ccccc3nc21.

```
! wB97M-V def2-TZVPD RIJCOSX def2/J DEFGRID3
* xyz 0 1
C -6.4870 -1.5956 0.3889
O -5.9329 -0.4722 -0.2514
C -4.5628 -0.5685 -0.5368
C -3.6604 -0.3757 0.6993
N -2.2710 -0.4394 0.3355
C -1.5441 -1.5684 0.0422
N -2.0159 -2.8247 0.0922
C -0.2553 -1.2328 -0.3647
C 0.7868 -2.2154 -0.6321
O 0.5931 -3.4243 -0.5055
N 1.9495 -1.6668 -1.0390
C 3.1899 -2.3913 -1.0766
C 4.2139 -1.8125 -0.0805
C 4.6500 -0.3762 -0.4407
C 4.5101 0.3870 0.8774
C 3.4302 -0.4250 1.5908
O 3.6772 -1.7692 1.2336
C -0.1735 0.1803 -0.3211
N 0.8160 1.0113 -0.5692
C 0.5232 2.3237 -0.4006
C 1.5272 3.2801 -0.6460
C 1.2669 4.6132 -0.4881
C -0.0020 5.0499 -0.0788
C -1.0005 4.1480 0.1702
C -0.7664 2.7704 0.0185
N -1.7795 1.9009 0.2843
C -1.4688 0.6513 0.1116
H -6.1407 -1.6965 1.4236
H -7.5641 -1.4417 0.3929
H -6.2550 -2.5178 -0.1580
H -4.3538 0.2332 -1.2498
H -4.3319 -1.5346 -1.0124
H -3.8420 0.6125 1.1273
H -3.8743 -1.1383 1.4551
H -2.8156 -3.0566 0.6555
H -1.2640 -3.5078 -0.0301
H 1.9826 -0.6539 -1.0551
H 3.6212 -2.3681 -2.0845
H 2.9573 -3.4245 -0.8076
H 5.0740 -2.4943 -0.0491
H 5.6666 -0.3540 -0.8277
H 3.9857 0.0451 -1.1955
H 4.2197 1.4257 0.7400
H 5.4412 0.3465 1.4435
H 3.4807 -0.3613 2.6791
H 2.4303 -0.1096 1.2603
H 2.4965 2.9271 -0.9648
H 2.0408 5.3419 -0.6800
H -0.1855 6.1077 0.0384
H -1.9838 4.4610 0.4855
*
```